A 2-piece molecular cluster, C4H11NO overall at a distorted geometry. Source: the OMol25 dataset; level of theory: the ωB97M-V functional and the def2-TZVPD basis.

The multiplicity is 1. The SMILES is C/C=C/NC.O. Its LUMO energy is 0.920 eV. As for the highest occupied orbital energy: -0.3016 Ha. The gap between HOMO and LUMO comes out at 9.1 eV.

```
17
Properties=species:S:1:pos:R:3:lowdin_charge:R:1
C -0.0336 1.0331 1.9517 -0.1166
C -0.0705 -0.0797 0.9378 -0.1915
C 0.7708 -0.2053 -0.0832 -0.2080
N 0.7412 -1.1849 -1.0859 -0.1012
C -0.1223 -2.3309 -0.8830 -0.1354
H 0.4215 0.6636 2.8775 0.0695
H 0.7262 1.7599 1.6757 0.0709
H -1.0363 1.4035 2.1182 0.0647
H -0.7627 -0.8907 1.1685 0.0909
H 1.5440 0.5324 -0.2755 0.1212
H 1.6675 -1.4862 -1.3539 0.1095
H -0.0395 -2.7791 0.1066 0.0786
H -1.1691 -2.0492 -1.0265 0.0804
H 0.0251 -3.0105 -1.7212 0.0795
O -0.9464 2.4933 -0.7997 -0.0607
H -0.6018 1.6712 -1.1669 0.0154
H -1.7166 2.1832 -0.3113 0.0328
```

A 2-piece molecular cluster, C4H11NO overall at a distorted geometry. Source: the OMol25 dataset; level of theory: the ωB97M-V functional and the def2-TZVPD basis.

The multiplicity is 1. The SMILES is CC/C=C/N.O. Its LUMO energy is 0.803 eV. As for the highest occupied orbital energy: -0.2835 Ha. The gap between HOMO and LUMO comes out at 8.5 eV.

```
17
Properties=species:S:1:pos:R:3:lowdin_charge:R:1
C -2.4495 1.7171 0.0235 -0.0930
C -1.1823 1.1125 -0.6432 -0.2663
C -0.3834 0.1864 0.2463 -0.1725
C -0.3144 -1.1322 0.0418 -0.2370
N 0.7237 -2.0225 0.1954 0.0423
H -2.4778 2.6419 0.5358 0.0492
H -3.0107 1.8434 -0.9364 0.0797
H -2.8576 0.9603 0.6105 0.0434
H -0.5435 1.9074 -0.9985 0.0993
H -1.5207 0.4315 -1.3807 0.0781
H 0.1520 0.6973 1.1593 0.1413
H -1.0649 -1.6581 -0.5257 0.1095
H 1.5892 -1.7024 0.5584 0.0451
H 0.7740 -2.5995 -0.6207 0.0811
O 3.0094 0.0371 0.3361 -0.0876
H 2.2353 0.4316 -0.1044 0.0211
H 3.5610 -0.3960 -0.3643 0.0662
```

A 2-piece molecular cluster, C4H11NO overall at a distorted geometry. Source: the OMol25 dataset; level of theory: the ωB97M-V functional and the def2-TZVPD basis.

The multiplicity is 1. The SMILES is C=CNCC.O. Its LUMO energy is 0.566 eV. As for the highest occupied orbital energy: -0.2765 Ha. The gap between HOMO and LUMO comes out at 8.1 eV.

```
17
Properties=species:S:1:pos:R:3:lowdin_charge:R:1
C 2.3693 -0.9805 0.4094 -0.0336
C 1.2760 -0.1449 0.5661 -0.2487
N -0.0196 -0.3099 0.1420 -0.0700
C -1.1292 0.6254 0.1543 -0.2509
C -1.5233 0.9894 1.6986 -0.0589
H 3.3735 -0.5099 0.6508 0.0521
H 2.1532 -2.0573 0.3969 0.0416
H 1.3798 0.8024 1.1266 0.1019
H -0.0615 -0.8234 -0.7088 0.0682
H -0.9918 1.5831 -0.5034 0.1259
H -2.0357 0.2381 -0.2855 0.0897
H -1.6432 0.0248 2.1411 0.0537
H -0.5978 1.3806 2.2218 0.0797
H -2.3773 1.5152 1.4836 0.0245
O 0.2483 -0.9197 -2.8801 -0.0832
H 0.0153 -1.1772 -3.8212 0.0764
H -0.4359 -0.2362 -2.7923 0.0314
```

A 2-piece molecular cluster, C4H11NO overall at a distorted geometry. Source: the OMol25 dataset; level of theory: the ωB97M-V functional and the def2-TZVPD basis.

The multiplicity is 1. The SMILES is C=CCC.NO. Its LUMO energy is 1.119 eV. As for the highest occupied orbital energy: -0.3437 Ha. The gap between HOMO and LUMO comes out at 10.5 eV.

```
17
Properties=species:S:1:pos:R:3:lowdin_charge:R:1
C -1.0025 1.8766 -0.4196 -0.0126
C -0.7992 0.8107 0.3365 -0.2187
C -1.4626 -0.5552 0.0653 -0.2521
C -0.5099 -1.7448 0.1393 -0.1203
H -1.5504 1.8227 -1.3474 0.0590
H -0.5598 2.8320 -0.1882 0.0549
H -0.2655 0.8736 1.2762 0.1027
H -1.9822 -0.5326 -0.8943 0.1026
H -2.2291 -0.6830 0.8351 0.1048
H 0.0565 -1.7233 1.0680 0.0681
H 0.1787 -1.7195 -0.7030 0.0656
H -1.0620 -2.6813 0.0836 0.0677
N 2.1745 0.4323 -0.5380 -0.0478
O 2.4531 0.0019 0.8016 -0.1639
H 1.1110 0.4720 -0.6172 0.0454
H 2.5634 1.3732 -0.5971 0.0703
H 2.8861 -0.8555 0.6993 0.0744
```

A 2-piece molecular cluster, C4H11NO overall at a distorted geometry. Source: the OMol25 dataset; level of theory: the ωB97M-V functional and the def2-TZVPD basis.

The multiplicity is 1. The SMILES is CC/C=C/N.O. Its LUMO energy is 0.910 eV. As for the highest occupied orbital energy: -0.2980 Ha. The gap between HOMO and LUMO comes out at 9.0 eV.

```
17
Properties=species:S:1:pos:R:3:lowdin_charge:R:1
C 0.9149 0.2281 1.9589 -0.1325
C -0.0447 1.1957 1.2888 -0.2673
C -0.1918 1.0803 -0.2119 -0.1245
C 0.4218 0.1737 -0.9677 -0.2589
N 0.3083 0.0544 -2.3511 0.0370
H 0.4878 -0.7492 2.1807 0.0714
H 1.2549 0.6191 2.9302 0.0713
H 1.8734 0.1083 1.4502 0.0659
H -1.0260 1.0562 1.7425 0.1004
H 0.2591 2.2207 1.5220 0.1019
H -0.7806 1.8547 -0.6801 0.0998
H 1.1246 -0.5185 -0.5249 0.1069
H -0.5446 0.3321 -2.8134 0.0899
H 0.6616 -0.8024 -2.7405 0.0778
O -1.7990 -2.2791 -1.2484 -0.0626
H -1.7802 -2.9472 -0.5570 0.0335
H -1.1394 -1.6268 -0.9784 -0.0101
```

A 2-piece molecular cluster, C4H11NO2 overall at a distorted geometry. Source: the OMol25 dataset; level of theory: the ωB97M-V functional and the def2-TZVPD basis.

The multiplicity is 2. Its LUMO energy (spin up / spin down) is 2.951 / 2.948 eV. The total charge is -1. As for the highest occupied orbital energy (spin up / spin down): 0.0166 / -0.1017 Ha. The gap between HOMO and LUMO (spin up / spin down) comes out at 2.5 / 5.7 eV.

```
18
Properties=species:S:1:pos:R:3:mulliken_spin:R:1
C -2.2190 0.9062 1.2027 0.0019
C -1.1849 -0.2400 1.3003 0.0631
C 0.2530 0.2839 1.1706 -0.0273
C 1.2120 -0.8813 1.0469 0.5764
O 2.1762 -0.8167 0.1689 0.2929
N -1.5797 -1.1127 2.4105 -0.0367
H -1.9445 1.7750 1.8142 -0.0103
H -2.2902 1.3754 0.2123 -0.0030
H -3.2282 0.5882 1.4679 0.0012
H -1.3590 -0.8158 0.3682 0.0606
H 0.3141 0.7807 0.1996 0.0201
H 0.3737 1.0036 1.9973 0.0236
H 1.2110 -1.8097 1.6441 0.0177
H -0.8226 -1.7015 2.7356 0.0217
H -2.3386 -1.6726 2.0802 -0.0026
H 0.7746 1.0731 -6.2101 -0.0004
H 1.5771 2.3251 -5.8614 -0.0004
O 1.6533 1.3856 -5.9810 0.0015
```